11 unconnected molecules or ions with the total composition C33H58O33 in a non-equilibrium geometry, computed with ωB97M-V/def2-TZVPD.

Geometry as XYZ:
```
124
Properties=species:S:1:pos:R:3:forces:R:3:mulliken_spin:R:1
C 9.356008 6.366160 -15.493244 0.79 -1.33 1.62 1.54
C 9.249650 7.792206 -15.496445 0.35 3.72 0.62 1.30
O 8.188539 8.160012 -16.400088 -0.07 -1.60 -0.70 -0.59
C 7.554708 6.989748 -16.685687 -3.15 -0.15 -2.37 -0.19
O 6.552725 6.904973 -17.452697 3.86 0.20 3.03 -0.07
O 8.122787 5.932723 -16.029691 -0.61 0.34 -1.35 -0.88
H 9.415587 6.140189 -14.428596 -0.23 -0.86 0.27 -0.19
H 10.302746 6.007135 -15.896840 -0.63 -0.55 -0.93 -0.14
H 10.201391 8.286015 -15.692549 -0.23 0.20 -0.63 0.20
H 8.939722 8.198333 -14.533580 -0.11 -0.09 0.40 -0.29
C 10.608209 -2.352709 -13.928783 -1.19 1.37 -0.15 0.00
C 10.082436 -1.223030 -14.914515 0.22 -1.62 2.10 0.05
O 10.978994 -1.402462 -15.998131 -0.02 0.98 -0.98 -0.01
C 11.657790 -2.546454 -15.945215 1.42 -1.71 -1.26 0.00
O 12.383385 -3.008036 -16.836174 -2.19 1.52 2.74 0.00
O 11.403423 -3.152693 -14.749597 1.01 -0.79 -1.19 0.00
H 9.780457 -2.928852 -13.515288 0.15 -0.03 0.03 0.00
H 11.214527 -1.921311 -13.132302 0.04 -0.07 0.05 0.00
H 10.149043 -0.268407 -14.392631 0.30 0.22 -0.72 -0.01
H 9.039359 -1.410924 -15.169028 0.15 0.09 -0.54 0.00
C 4.777731 9.876502 -14.810051 0.57 1.13 -1.61 0.04
C 5.921720 9.323072 -14.040983 0.84 0.46 1.20 1.46
O 5.528202 7.988345 -13.840145 0.53 -1.67 0.29 -0.83
C 4.698854 7.603024 -14.791904 -2.95 -3.13 -1.22 0.44
O 4.337733 6.416456 -15.049896 1.65 5.06 1.00 -0.10
O 4.137041 8.746404 -15.372050 0.05 -1.95 0.54 0.00
H 5.155862 10.410625 -15.681730 -0.08 0.49 0.15 -0.09
H 4.157072 10.545132 -14.213533 -0.50 -0.46 -0.08 -0.09
H 6.040827 9.799345 -13.067810 -0.01 -0.13 0.03 -0.22
H 6.903312 9.332192 -14.514782 -0.17 0.09 -0.30 -0.02
C 6.645360 4.095270 -11.152773 1.14 0.82 -1.19 1.41
C 6.100877 4.456746 -12.503808 -0.11 2.19 -0.25 -1.22
O 4.862329 3.801616 -12.535360 -0.34 -2.26 1.30 0.20
C 5.015059 2.671759 -11.711212 -2.73 -0.40 -2.34 -0.02
O 4.180041 1.762131 -11.777530 2.82 2.10 1.08 0.00
O 6.161679 2.791689 -11.028835 -1.30 -2.16 0.97 -0.39
H 6.259181 4.774214 -10.392509 0.07 -0.28 0.25 0.05
H 7.734136 4.060816 -11.191239 -0.09 0.08 0.43 -0.14
H 6.693515 4.175743 -13.374393 0.25 -0.10 0.23 0.32
H 5.878395 5.523703 -12.518398 0.30 0.06 -0.44 -0.36
C 6.433664 -0.483061 -12.942402 -0.39 -1.27 -0.82 0.07
O 6.849860 -0.856933 -11.622885 0.53 0.14 1.15 -0.02
C 7.329199 -2.065584 -11.342006 0.94 -1.20 -1.24 -0.05
O 7.566231 -2.955006 -12.163923 -0.46 1.39 1.51 0.00
O 7.595025 -2.138459 -10.006435 -0.70 0.40 -0.40 0.00
C 8.262345 -3.268372 -9.430007 0.71 0.31 -0.10 0.00
H 5.973284 0.504568 -12.915295 0.05 -0.36 0.37 0.00
H 5.740064 -1.259754 -13.264533 -0.45 0.33 -0.08 0.00
H 7.181864 -0.511994 -13.734531 0.62 0.14 0.57 -0.01
H 9.204336 -3.426289 -9.955191 -0.27 -0.51 -0.34 0.00
H 7.654325 -4.163202 -9.297036 -0.13 0.09 -0.67 0.00
H 8.585494 -2.998939 -8.424486 -0.37 0.52 -0.01 0.00
C 0.352071 2.499950 -16.962419 -0.52 0.98 0.48 0.00
O 0.655748 1.118986 -17.226537 -0.66 -0.63 -0.10 0.00
C -0.393731 0.240704 -17.418771 1.06 1.91 0.18 0.00
O -1.536982 0.594501 -17.507667 -0.05 -0.88 -0.01 0.00
O 0.140658 -0.979478 -17.520504 0.43 0.11 0.53 0.00
C -0.700262 -2.103748 -17.742257 -0.94 0.43 -1.24 0.00
H 0.329600 2.754689 -15.902842 0.06 -0.79 0.33 0.00
H -0.612141 2.851959 -17.329140 0.02 -0.56 -0.41 0.00
H 1.104683 3.193245 -17.337947 0.27 -0.72 -0.56 0.00
H -1.355324 -1.851689 -18.576204 -0.22 -0.05 -0.04 0.00
H -1.358849 -2.365972 -16.914243 0.45 0.07 0.29 0.00
H -0.085727 -2.928636 -18.102816 0.15 0.13 0.51 0.00
C 3.172053 -1.763114 -11.723390 -1.25 -1.23 2.44 0.00
O 3.088971 -1.627551 -13.100711 1.02 1.08 -2.49 0.00
C 2.927952 -2.710225 -13.848730 -1.18 -4.06 2.25 0.00
O 2.780011 -3.861750 -13.348122 0.62 3.28 -1.77 0.00
O 2.826492 -2.439024 -15.155037 1.20 1.77 1.72 0.00
C 2.472665 -3.431558 -16.040580 -0.97 -1.62 -1.12 0.00
H 3.802604 -2.571344 -11.352869 0.13 -0.20 -0.61 0.00
H 2.154413 -1.995819 -11.409781 -0.06 -0.30 0.35 0.00
H 3.430435 -0.902932 -11.105788 0.34 0.71 -1.30 0.00
H 2.652305 -4.445877 -15.684221 -0.18 0.17 0.43 0.00
H 2.996354 -3.384886 -16.995397 0.40 0.68 0.19 0.00
H 1.419084 -3.272287 -16.270133 -0.12 -0.38 0.02 0.00
C 10.528942 0.334648 -18.522143 0.01 -0.41 0.83 -0.02
O 9.674869 1.182480 -19.264131 -0.78 1.33 0.33 -0.02
C 8.960940 2.187694 -18.626497 2.12 -0.88 3.41 0.07
O 9.069025 2.524239 -17.420610 -0.27 -1.03 -3.99 -0.06
O 8.194088 2.706962 -19.541023 0.58 -1.21 -0.54 -0.04
C 7.596327 3.948613 -19.302949 -0.48 0.14 -0.69 0.14
H 10.089843 0.129054 -17.545914 0.07 -0.02 -0.15 0.00
H 11.546963 0.689744 -18.362002 -0.13 0.71 -0.06 0.00
H 10.667666 -0.590648 -19.081338 -0.42 0.06 -0.10 0.00
H 7.329976 4.184981 -20.333137 -0.36 0.76 0.27 0.01
H 8.341661 4.646878 -18.922130 -0.49 0.09 0.36 -0.04
H 6.700582 3.766712 -18.709118 0.19 0.68 0.32 -0.02
C 0.009504 2.370608 -20.739496 -0.37 -0.10 -1.29 0.00
O 0.394631 3.544692 -20.098782 0.96 1.84 1.15 0.00
C 1.606058 4.134669 -20.309990 1.04 -2.11 0.02 0.00
O 2.429575 3.781002 -21.138137 -1.20 0.60 0.47 0.00
O 1.814391 4.988892 -19.320405 -0.26 1.05 0.29 0.00
C 3.060108 5.725055 -19.289398 1.20 -0.41 -0.65 0.02
H 0.528515 1.467589 -20.418093 0.23 0.19 0.21 0.00
H 0.141317 2.520994 -21.810990 0.02 -0.39 -0.14 0.00
H -1.056922 2.285474 -20.530674 0.11 -0.18 0.02 0.00
H 3.376986 6.007575 -20.293328 -0.32 0.03 -0.06 0.00
H 3.873135 5.108318 -18.906366 -0.23 -0.40 0.05 -0.01
H 3.087511 6.606448 -18.648701 -1.07 -0.19 0.03 0.00
C 5.429551 3.335898 -15.772024 -1.47 0.15 -0.86 -0.25
O 6.312636 2.237334 -15.779186 0.81 -1.30 0.23 0.02
C 5.931356 0.960666 -16.068668 0.36 1.12 0.73 -0.02
O 6.734163 0.064021 -16.016782 -0.34 -0.06 -0.26 -0.06
O 4.629290 0.889768 -16.298487 -1.12 -0.64 -0.26 0.04
C 4.024507 -0.308713 -16.906471 0.84 0.13 0.08 0.01
H 5.181964 3.600540 -16.800014 0.09 0.15 -0.19 -0.02
H 5.861977 4.225728 -15.314516 0.25 -0.49 0.08 0.14
H 4.472959 3.067153 -15.323901 0.17 0.16 0.39 0.01
H 4.251430 -0.196377 -17.966653 -0.32 -0.39 0.04 0.00
H 2.962860 -0.390476 -16.673409 0.08 0.98 -0.10 0.00
H 4.402076 -1.249456 -16.505799 0.74 0.37 -0.03 0.00
C 5.148068 1.005946 -21.154470 0.80 -0.36 -0.06 0.00
O 5.624544 0.175263 -20.000301 -2.78 2.06 -1.21 0.00
C 6.760974 -0.436057 -20.041662 3.10 -1.96 -2.26 -0.01
O 7.545851 -0.549926 -20.990842 -1.67 0.55 1.60 0.00
O 6.912271 -1.066519 -18.876587 -1.18 0.62 0.69 0.00
C 7.867188 -2.060376 -18.713478 1.49 -1.04 0.11 0.00
H 5.152934 0.517738 -22.129000 0.81 -0.67 0.28 0.00
H 5.779130 1.892041 -21.223045 -0.14 -0.07 0.16 0.00
H 4.091020 1.265804 -21.097698 0.18 0.01 1.25 0.00
H 7.646104 -2.725076 -17.878380 -0.87 0.30 0.07 0.00
H 8.839627 -1.667654 -18.416456 0.03 0.29 -0.50 0.00
H 7.959214 -2.699853 -19.591373 0.11 0.26 -0.18 0.00
```
Positions in Å, forces in eV/Å.

Output
- energy relative to the best compared isomer or geometry (same formula, charge and spin) (kcal per mole) = 1.66
- <S²> = 0.7505
- strongest force on any atom (eV/Å) = 5.414
- spin multiplicity = 2
- E_tot (eV) = -102724.856
- total charge = -1
- HOMO level (spin up / spin down) (eV) = 0.0 / -8.4